Record 1
80
Properties=species:S:1:pos:R:3:forces:R:3 method="wB97M-V/def2-TZVPD" charge=+2 max_force_ev_per_a=8.247 homo_lumo_gap_ev=1.3 homo_energy_ha=-0.461
O 2.824 -4.480 -3.172 -0.420 0.644 0.387
C 3.144 -5.545 -3.497 0.279 -0.762 -0.398
N 3.558 -6.626 -3.866 -0.382 0.067 -0.272
P 5.476 -6.651 -3.952 1.100 -0.772 2.494
C 5.227 -7.263 -5.858 0.758 0.888 -1.729
C 6.228 -6.737 -6.834 -0.719 0.633 -0.277
C 5.656 -5.843 -7.946 0.644 -0.451 -0.279
Br 6.210 -6.527 -9.686 -0.107 0.077 0.010
H 5.416 -5.347 -4.603 -0.235 -0.459 -0.821
H 5.594 -6.017 -2.668 -0.122 0.103 -0.243
H 5.473 -7.972 -3.403 -0.426 0.049 -0.222
H 6.898 -6.707 -4.087 -0.055 0.133 -0.318
H 5.388 -8.459 -5.729 0.210 -0.606 1.035
H 4.186 -7.053 -6.137 0.466 0.209 -0.033
H 6.753 -7.576 -7.281 0.119 -0.196 0.065
H 6.988 -6.166 -6.303 0.203 -0.139 0.226
H 6.076 -4.851 -7.877 -0.210 0.267 -0.057
H 4.576 -5.823 -7.983 -0.166 0.149 0.141
C 0.039 -3.548 1.069 -0.406 -0.081 -0.093
S 1.386 -4.725 0.987 0.034 0.597 0.083
O 1.740 -5.090 2.373 0.036 -0.198 0.077
C 2.647 -3.596 0.388 0.256 0.003 -0.220
H -0.838 -4.060 1.458 0.037 -0.076 0.003
H 0.317 -2.733 1.735 0.145 -0.036 0.001
H -0.173 -3.171 0.071 0.035 -0.005 -0.017
H 2.761 -2.779 1.100 -0.089 -0.049 0.087
H 2.361 -3.215 -0.591 -0.081 -0.060 -0.005
H 3.585 -4.141 0.304 -0.029 -0.073 0.043
Be 2.453 -7.608 -6.496 -0.573 -0.195 0.265
N -2.047 0.862 -1.229 0.048 0.355 1.055
S -3.306 0.250 -0.457 -1.957 -0.546 -0.389
O -3.639 0.943 0.765 0.488 0.141 0.210
O -3.407 -1.160 -0.467 0.653 -0.285 0.160
F -4.415 0.709 -1.444 0.318 0.381 -0.127
S -0.697 0.647 -0.509 0.890 -0.855 -2.189
O 0.343 1.445 -1.025 -0.046 0.618 0.071
O -0.376 -0.685 -0.128 -0.308 -0.072 0.804
F -0.982 1.408 1.055 0.158 0.358 0.783
Li 1.630 -9.527 -7.926 0.039 -0.009 -0.021
C -6.366 -1.151 2.197 -0.404 -0.047 -0.023
O -5.899 -1.638 1.186 0.178 0.061 0.063
N -5.809 -0.012 2.762 -0.105 0.259 -0.053
N -7.436 -1.657 2.861 0.074 0.122 -0.023
H -6.177 0.402 3.614 0.347 -0.215 -0.111
H -5.008 0.394 2.290 0.078 -0.184 -0.053
H -7.865 -2.483 2.484 -0.017 -0.015 0.003
H -7.810 -1.249 3.698 -0.003 -0.018 0.012
C -6.790 3.346 4.019 -0.259 -0.177 0.249
Cl -5.896 2.908 2.541 -0.185 0.411 -0.076
Cl -6.870 1.959 5.113 -0.076 0.124 0.207
H -6.273 4.156 4.508 0.178 -0.118 0.046
H -7.794 3.644 3.745 -0.020 -0.121 -0.144
B -6.408 8.400 1.150 0.078 1.794 -0.892
O -5.718 7.929 2.435 -0.574 -0.684 -0.372
C -5.991 6.709 2.672 1.637 0.955 1.714
O -5.621 6.017 3.574 -0.309 -0.550 -0.458
C -6.958 6.184 1.504 -1.414 -0.810 -1.944
O -7.387 5.064 1.447 0.444 -0.082 0.569
O -7.158 7.139 0.690 0.370 -0.037 0.790
F -5.484 8.747 0.226 0.194 -0.442 0.042
F -7.283 9.387 1.420 -0.226 -0.271 0.314
Al -1.312 1.339 2.959 0.016 0.122 -0.083
Br 5.695 -10.038 -6.280 -0.393 0.337 0.037
C 2.122 7.732 4.707 0.289 -0.075 0.031
O 2.234 6.303 4.933 -2.508 1.968 -1.640
P 1.910 5.255 3.691 4.827 -6.125 2.683
O 1.663 4.052 4.546 -0.912 0.695 -0.078
O 3.423 5.361 3.118 -0.068 0.307 -0.623
C 4.538 5.289 4.010 0.123 0.302 0.139
O 1.461 4.510 2.281 -1.798 3.092 -0.739
C 1.584 5.212 1.016 0.091 -0.217 -0.064
H 2.417 8.232 5.625 0.023 -0.089 0.056
H 2.786 8.047 3.899 -0.007 -0.010 0.009
H 1.095 8.006 4.471 -0.012 0.034 0.053
H 4.303 4.693 4.890 -0.101 -0.009 -0.007
H 4.849 6.288 4.315 -0.007 0.003 0.049
H 5.355 4.820 3.467 -0.069 -0.005 -0.110
H 2.633 5.343 0.759 0.036 0.031 0.102
H 1.086 6.180 1.051 -0.030 0.003 -0.061
H 1.109 4.599 0.254 -0.070 -0.064 0.090



Record 2
89
Properties=species:S:1:pos:R:3:forces:R:3 method="wB97M-V/def2-TZVPD" max_force_ev_per_a=6.032 homo_lumo_gap_ev=8.9 relative_energy_kcal_mol=80.9 homo_energy_ha=-0.323
C -1.891 -4.383 -4.300 0.105 -0.234 0.792
C -1.663 -5.788 -3.750 -0.541 0.956 -0.776
C -0.465 -5.945 -2.880 1.623 0.499 -0.661
O -0.863 -6.792 -1.822 0.240 0.370 1.107
C -2.166 -6.611 -1.665 -4.907 -3.509 0.066
O -2.958 -7.109 -0.833 3.607 2.359 -2.033
O -2.699 -6.146 -2.868 -0.283 -0.024 1.369
H -0.901 -3.976 -4.506 -0.182 0.201 -0.728
H -2.326 -3.738 -3.537 -0.018 -0.076 0.152
H -2.593 -4.437 -5.132 0.422 0.291 -0.188
H -1.610 -6.420 -4.637 -0.270 -0.685 0.306
H -0.145 -4.978 -2.491 0.089 0.020 0.233
H 0.354 -6.388 -3.445 0.101 -0.118 0.404
C 0.587 1.771 -0.710 -0.570 0.269 -1.187
C 1.774 0.932 -0.294 -0.745 -0.242 0.713
C 1.876 -0.456 -0.942 -0.853 -0.006 0.062
O 3.257 -0.573 -1.359 -1.107 -0.941 0.735
C 3.868 0.572 -1.089 3.824 1.195 -1.310
O 5.055 0.809 -1.324 -2.829 -0.903 0.641
O 3.035 1.485 -0.631 -0.314 1.365 0.206
H 0.500 1.715 -1.795 0.330 0.694 -0.253
H 0.564 2.789 -0.322 0.699 0.080 -0.278
H -0.423 1.457 -0.448 0.307 -0.990 0.728
H 1.747 0.917 0.796 0.186 -0.547 0.138
H 1.232 -0.598 -1.810 0.166 0.409 -0.256
H 1.501 -1.196 -0.235 0.860 -0.408 0.069
C 2.731 0.045 6.442 -0.562 0.382 0.459
C 3.909 0.251 7.364 -0.448 -0.750 0.028
C 4.667 -1.024 7.772 0.108 0.424 -0.170
O 6.032 -0.658 7.535 0.571 -0.103 -0.086
C 6.112 0.500 6.856 2.071 2.511 -0.787
O 7.129 1.101 6.487 -2.961 -2.431 1.169
O 4.865 1.017 6.680 1.177 0.169 -0.355
H 2.998 -0.420 5.493 0.177 -0.084 0.163
H 2.283 1.017 6.234 0.047 0.028 -0.152
H 1.952 -0.529 6.944 0.033 -0.229 -0.040
H 3.651 0.786 8.278 -0.328 0.159 -0.074
H 4.427 -1.900 7.170 -0.026 0.040 -0.041
H 4.531 -1.241 8.831 0.142 -0.111 -0.112
C 9.212 -1.866 -3.950 0.435 0.561 0.062
S 7.899 -2.942 -4.607 1.830 -3.707 0.381
O 8.629 -4.048 -5.432 -1.290 2.294 0.910
C 7.580 -3.948 -3.031 -0.885 0.742 0.213
H 10.080 -1.910 -4.606 -0.226 -0.409 -0.277
H 9.571 -2.115 -2.951 -0.340 -0.205 -0.012
H 8.905 -0.820 -3.969 -0.349 -0.073 0.144
H 6.864 -4.749 -3.216 0.288 -0.074 -0.798
H 7.042 -3.393 -2.263 0.231 0.665 -0.025
H 8.469 -4.372 -2.565 0.285 0.229 -0.584
C -1.530 7.092 4.631 -0.367 -0.544 0.708
S -2.311 5.562 3.916 1.426 -0.529 -0.620
O -1.245 4.479 3.922 -0.852 1.141 0.127
C -3.471 5.063 5.201 0.040 1.066 -0.122
H -0.685 7.463 4.051 -0.159 -0.548 -0.354
H -1.169 6.811 5.620 0.085 0.017 0.043
H -2.230 7.921 4.738 -0.309 -0.223 -0.107
H -4.287 5.785 5.180 -0.096 0.046 0.096
H -2.991 5.086 6.179 -0.048 -0.427 -0.063
H -3.865 4.104 4.865 0.287 -0.037 0.285
C -6.544 -1.528 -4.059 0.273 1.341 0.170
S -5.471 -0.034 -4.410 -0.550 0.429 0.647
O -6.308 0.939 -5.187 0.316 -0.657 0.209
C -5.419 0.688 -2.706 -0.345 -0.589 0.342
H -6.909 -1.815 -5.045 0.090 -0.182 0.169
H -7.361 -1.179 -3.429 -0.119 -0.076 -0.129
H -5.987 -2.305 -3.534 0.111 0.031 -0.261
H -6.345 1.223 -2.494 -0.102 0.108 -0.536
H -4.578 1.361 -2.537 0.031 -0.110 -0.450
H -5.392 -0.089 -1.941 0.330 -0.287 -0.145
C -1.943 -1.745 3.424 -0.110 -0.372 -1.491
S -3.026 -1.837 1.914 0.261 -1.201 -0.715
O -2.230 -2.091 0.633 -0.455 0.652 1.807
C -3.604 -3.516 2.334 0.312 -0.654 0.044
H -1.535 -0.737 3.491 -0.059 -0.193 0.218
H -1.187 -2.491 3.176 0.294 0.139 0.335
H -2.539 -2.082 4.272 0.101 0.380 -0.003
H -2.775 -4.215 2.220 0.430 0.299 -0.370
H -4.353 -3.865 1.624 -0.167 0.375 0.158
H -3.885 -3.693 3.373 -0.553 0.585 -0.056
C -3.995 7.599 -4.145 1.468 -0.713 -0.621
S -2.488 6.599 -3.655 -2.154 0.405 2.101
O -2.926 6.140 -2.249 1.101 0.140 -1.973
C -2.716 5.264 -4.816 0.120 -0.040 -0.521
H -4.040 7.569 -5.234 0.058 0.497 -0.055
H -3.739 8.582 -3.748 -0.628 -0.025 -0.100
H -4.907 7.127 -3.779 0.325 0.094 0.479
H -3.709 4.842 -4.661 0.304 -0.470 0.112
H -1.848 4.607 -4.760 -0.411 -0.422 0.558
H -2.646 5.620 -5.844 -0.196 0.501 0.020



Record 3
5
Properties=species:S:1:pos:R:3:forces:R:3 method="wB97M-V/def2-TZVPD" max_force_ev_per_a=2.992 homo_lumo_gap_ev=9.7 relative_energy_kcal_mol=1.4 homo_energy_ha=-0.370
N -2.587 -0.842 -2.398 0.970 -0.812 -1.862
C -3.035 -0.539 -1.403 -1.317 1.199 2.403
I -3.926 0.253 0.239 0.386 -0.407 -0.541
I 0.559 -1.500 0.283 0.082 0.760 1.525
H 0.479 -2.188 -1.086 -0.120 -0.740 -1.525



Record 4
9
Properties=species:S:1:pos:R:3:forces:R:3 method="wB97M-V/def2-TZVPD" max_force_ev_per_a=3.646 homo_lumo_gap_ev=10.4 relative_energy_kcal_mol=88.5 homo_energy_ha=-0.360
C 1.273 0.200 -0.028 -0.166 -2.975 1.410
N -0.138 -0.112 0.134 -2.117 -1.607 -2.497
O -0.530 -1.327 0.002 0.765 0.011 0.998
N -0.998 0.804 0.031 -0.029 1.585 0.256
O -2.274 0.317 -0.051 1.557 1.834 0.169
H 1.774 -0.501 0.690 -0.051 1.437 -0.338
H 1.319 1.213 -0.004 0.757 3.056 1.243
H 1.666 -0.018 -0.986 -0.346 -0.911 -1.261
H -2.092 -0.576 0.212 -0.371 -2.431 0.020



Record 5
60
Properties=species:S:1:pos:R:3:forces:R:3 method="wB97M-V/def2-TZVPD" charge=+3 max_force_ev_per_a=2.447 homo_lumo_gap_ev=7.8 relative_energy_kcal_mol=4.4 homo_energy_ha=-0.602
Cd -7.576 -9.709 10.174 -0.034 -0.314 0.060
C -10.814 -9.436 10.365 -0.053 -0.409 0.387
N -9.708 -8.543 10.705 0.670 0.135 -1.595
C -9.569 -7.403 9.707 -1.298 -0.538 0.616
C -8.162 -6.934 9.671 0.003 1.289 -0.600
N -7.124 -7.734 9.510 0.614 0.191 0.429
C -5.975 -6.922 9.421 -0.312 0.476 -0.351
C -4.609 -7.197 9.248 0.805 -0.015 0.453
C -3.739 -6.110 9.242 -1.061 1.700 -0.787
C -4.251 -4.727 9.226 1.005 -2.100 0.755
C -5.570 -4.484 9.414 -0.992 0.795 -0.267
C -6.400 -5.595 9.470 -0.964 -0.362 0.482
N -7.796 -5.637 9.653 1.273 -0.567 -0.338
C -10.433 -10.438 9.325 -0.641 0.517 -0.880
N -9.173 -10.687 9.113 1.038 -1.540 -0.744
C -9.092 -11.749 8.168 -1.044 0.034 -0.145
C -8.013 -12.517 7.685 -1.931 -0.073 0.291
C -8.351 -13.556 6.824 1.174 0.437 0.111
C -9.648 -13.740 6.386 -1.084 -0.754 -0.220
C -10.744 -13.055 6.905 -0.204 -0.217 -0.998
C -10.441 -12.033 7.784 1.342 -0.117 0.502
N -11.246 -11.191 8.541 0.913 0.384 0.341
H -11.728 -8.898 10.204 -0.571 0.235 -0.609
H -11.011 -10.055 11.219 -0.185 -0.185 0.862
H -9.898 -8.138 11.595 -0.068 0.260 0.815
H -10.299 -6.608 10.010 0.787 -0.410 -0.545
H -9.849 -7.790 8.699 0.150 0.290 0.680
H -4.216 -8.224 9.161 -0.278 0.573 0.058
H -2.663 -6.199 9.132 -0.187 -0.359 0.025
H -3.590 -3.883 9.186 0.470 -0.008 -0.128
H -5.991 -3.464 9.481 0.395 -0.687 -0.100
H -8.346 -4.805 9.530 -0.587 -0.041 0.224
H -7.027 -12.418 8.064 0.853 0.301 0.149
H -7.562 -14.232 6.478 -0.350 0.334 -0.004
H -9.838 -14.523 5.652 0.035 0.171 0.239
H -11.760 -13.311 6.545 0.732 0.337 0.463
H -12.239 -11.131 8.426 -0.393 0.184 0.237
C -4.774 -13.803 12.841 -0.617 1.197 -0.541
N -3.907 -13.135 11.759 -0.917 2.078 0.652
C -2.930 -12.132 12.442 0.024 0.559 -1.409
N -3.647 -11.150 13.171 -0.747 -0.250 -0.346
C -4.403 -11.872 14.215 -1.503 1.614 0.396
N -5.395 -12.811 13.658 -0.022 0.337 -0.159
C -6.501 -12.074 12.987 0.688 1.377 0.768
P -5.841 -11.117 11.536 -0.584 -1.361 -0.109
C -4.825 -12.495 10.774 -0.356 -0.373 -0.704
C -4.485 -10.225 12.307 0.882 -0.461 1.926
H -4.085 -14.446 13.331 0.215 -0.652 0.914
H -5.559 -14.307 12.303 -0.025 -0.756 -0.086
H -3.408 -13.842 11.294 1.128 -1.225 -0.855
H -2.268 -11.692 11.672 -0.511 -0.293 0.199
H -2.349 -12.766 13.066 0.644 -0.303 0.824
H -4.960 -11.157 14.868 0.436 -0.338 -0.641
H -3.709 -12.341 14.881 0.438 -0.677 0.124
H -6.889 -11.304 13.687 0.321 -0.463 -0.137
H -7.391 -12.609 12.706 0.017 -0.951 -0.096
H -4.307 -12.073 9.919 0.561 0.013 0.027
H -5.356 -13.376 10.378 -0.582 0.750 -0.031
H -4.887 -9.459 13.000 0.265 -0.134 -0.610
H -3.862 -9.789 11.536 0.224 0.366 0.023



Record 6
14
Properties=species:S:1:pos:R:3:forces:R:3 method="wB97M-V/def2-TZVPD" max_force_ev_per_a=2.333 homo_lumo_gap_ev=10.4 relative_energy_kcal_mol=67.4 homo_energy_ha=-0.347
N -1.570 -0.964 -1.204 -0.149 -0.233 -0.109
N -1.384 -0.810 0.183 0.471 0.166 -0.560
C -0.185 -1.108 0.758 -1.165 -0.245 2.007
O 0.630 -1.889 0.328 0.225 0.428 -0.446
H -1.004 -1.766 -1.481 -0.199 0.115 0.055
H -1.193 -0.148 -1.692 0.065 -0.198 0.275
H -2.110 -0.306 0.673 0.378 -0.017 -0.105
H -0.129 -0.646 1.799 -0.005 -0.623 -0.901
C 1.081 1.075 -0.532 0.685 1.183 0.521
C 1.091 1.380 0.771 0.817 0.318 -1.123
H 0.720 1.785 -1.276 -0.291 -0.132 0.232
H 1.652 0.259 -0.937 -0.206 -0.533 0.100
H 1.652 0.796 1.488 -0.175 -0.233 -0.008
H 0.747 2.341 1.122 -0.450 0.005 0.062



Record 7
12
Properties=species:S:1:pos:R:3:forces:R:3 method="wB97M-V/def2-TZVPD" max_force_ev_per_a=6.262 homo_lumo_gap_ev=11.1 relative_energy_kcal_mol=30.5 homo_energy_ha=-0.373
C -0.433 1.551 -1.125 0.335 1.713 -1.515
C 0.324 0.743 -0.426 3.158 0.518 -0.540
C 0.037 -0.137 0.866 -2.246 0.874 -5.780
C 0.337 -1.552 0.495 2.819 -0.310 0.098
Cl -1.749 -0.125 1.106 -0.338 0.348 0.460
H -1.436 1.704 -1.029 -2.882 -0.235 1.141
H -0.190 2.318 -1.924 0.996 -1.525 0.771
H 1.415 0.860 -0.899 -1.843 -1.012 1.917
H 0.412 0.430 1.642 1.348 0.165 2.028
H -0.371 -2.076 -0.125 -0.401 0.682 -0.682
H 1.384 -1.628 0.023 -1.485 -0.067 0.865
H 0.269 -2.089 1.396 0.540 -1.151 1.237



Record 8
58
Properties=species:S:1:pos:R:3:forces:R:3 method="wB97M-V/def2-TZVPD" max_force_ev_per_a=9.332 homo_lumo_gap_ev=7.3 homo_energy_ha=-0.351
C 1.718 -2.427 1.543 -0.044 -0.253 -0.095
C 2.405 -1.104 1.005 -0.171 -0.940 0.399
O 2.978 -1.358 -0.297 -0.616 -0.489 0.442
C 1.438 0.159 0.873 1.781 0.934 0.152
O 0.121 -0.002 1.458 -0.579 1.039 -2.511
C -0.900 0.000 0.487 -1.071 -2.082 0.766
O -1.945 1.009 0.570 -0.537 0.047 -1.521
C -3.071 0.364 -0.008 -0.905 0.196 -0.704
O -3.761 0.653 -0.992 2.801 -0.796 4.224
O -3.213 -0.802 0.811 1.019 1.106 -2.044
C -1.831 -1.291 0.847 -1.398 -0.265 0.607
Br -1.575 -1.919 2.734 -0.260 0.106 -1.411
P -1.884 -2.659 -0.501 1.152 0.140 -0.565
S -0.319 -2.666 -1.659 0.101 0.101 0.013
H 0.738 -2.597 1.006 1.093 0.214 0.690
H 2.354 -3.354 1.330 -0.557 1.470 0.175
H 1.542 -2.419 2.658 0.076 0.218 -1.248
H 3.275 -0.876 1.701 -1.059 0.005 -0.934
H 2.465 -2.101 -0.682 0.390 0.696 0.177
H 1.967 1.027 1.399 -1.003 -1.070 -0.539
H 1.398 0.451 -0.221 -0.141 -0.557 1.255
H -0.616 -0.014 -0.607 0.460 -0.209 1.393
H -3.020 -2.312 -1.323 0.214 -0.359 1.132
H -2.008 -3.940 0.116 -0.635 0.737 0.111
C -6.560 1.407 0.783 -0.104 -1.100 0.388
O -6.820 2.641 1.428 -0.268 2.647 1.833
P -8.262 3.551 1.252 -1.441 -3.654 -8.446
O -9.069 2.432 0.600 0.439 0.356 1.541
O -7.559 4.533 0.157 -0.814 0.946 1.408
C -7.147 4.023 -1.095 0.648 -0.372 -0.249
O -9.619 4.603 1.273 2.324 0.619 2.780
C -10.570 4.335 2.303 -0.333 -0.138 0.187
H -6.346 0.659 1.551 -0.042 -0.053 -0.044
H -7.361 1.030 0.154 -0.192 0.307 0.157
H -5.660 1.513 0.171 -0.122 0.411 0.146
H -7.742 3.162 -1.407 -0.052 0.005 0.167
H -6.090 3.744 -1.049 -0.076 -0.073 -0.067
H -7.261 4.812 -1.840 -0.052 0.063 0.244
H -10.070 4.242 3.268 -0.254 0.048 0.062
H -11.119 3.418 2.079 0.110 -0.021 0.002
H -11.273 5.167 2.349 0.154 0.030 -0.080
C 7.800 -0.446 -3.527 0.294 -0.292 -1.001
O 8.565 -0.283 -2.347 2.030 0.729 2.398
P 8.828 -1.506 -1.174 -8.031 -4.150 -2.317
O 8.339 -2.659 -2.047 1.405 0.860 0.087
O 7.652 -0.905 -0.219 1.708 -0.245 0.895
C 6.305 -0.923 -0.652 -0.466 0.490 -0.425
O 9.267 -2.574 0.098 2.124 2.987 -0.124
C 10.490 -3.280 -0.108 0.250 -0.294 -0.095
H 8.432 -0.210 -4.385 -0.063 -0.031 -0.012
H 7.376 -1.436 -3.671 0.232 -0.084 0.296
H 6.980 0.277 -3.500 0.162 0.113 0.273
H 6.103 -1.737 -1.349 0.159 -0.009 0.019
H 6.058 0.034 -1.120 -0.066 -0.106 -0.043
H 5.665 -1.049 0.223 0.235 0.006 0.003
H 11.284 -2.590 -0.398 0.130 -0.217 0.085
H 10.359 -4.042 -0.878 -0.027 0.100 -0.041
H 10.769 -3.766 0.828 -0.113 0.131 0.011



no.,LUMO energy (Eh)
1,-0.4145
2,0.0020
3,-0.0137
4,0.0204
5,-0.3149
6,0.0372
7,0.0368
8,-0.0845